Model 1:
Below is a cluster of 2 separate species, C3H4OS in total, with properties calculated with ωB97M-V/def2-TZVPD.

Geometry as XYZ:
```
9
Properties=species:S:1:pos:R:3:nbo_charge:R:1
C 0.931 1.647 -1.455 -0.158
C 1.041 1.117 -0.384 -0.332
C -1.415 -1.013 0.638 -0.520
O 2.038 -0.892 0.722 -0.821
S 1.062 0.166 1.092 1.053
H 0.706 2.085 -2.370 0.233
H -1.355 -1.954 1.117 0.184
H -1.194 -1.063 -0.393 0.175
H -1.812 -0.093 1.032 0.185
```

Values from the calculation:
- Highest occupied orbital energy (alpha / beta): -8.859 / -8.883 eV
- Kohn-Sham gap (alpha / beta): 8.71 / 7.67 eV
- Charge: 0



Model 2:
Below is an isolated molecule of C3H4OS, with properties calculated with ωB97M-V/def2-TZVPD.

Geometry as XYZ:
```
9
Properties=species:S:1:pos:R:3:nbo_charge:R:1
C -0.178 1.658 -0.541 -0.446
C -0.226 0.336 -0.596 0.079
C 0.554 -1.535 0.671 -0.032
H -1.042 2.278 -1.173 0.237
H 0.661 1.911 0.117 0.235
H -1.189 -0.229 -0.823 0.188
H -0.243 -2.018 0.103 0.154
O 0.579 -0.254 0.300 -0.496
S 1.084 -2.148 1.942 0.082
```

Values from the calculation:
- Highest occupied orbital energy: -9.183 eV
- Kohn-Sham gap: 9.49 eV
- Charge: 0



Which is most stable, and by how much? model 2, by 238.2 kJ/mol.



Model 1:
Below is a cluster of 4 separate species, C3H6N2O2 in total, with properties calculated with ωB97M-V/def2-TZVPD.

Geometry as XYZ:
```
13
Properties=species:S:1:pos:R:3:nbo_charge:R:1
C -1.843 -0.112 -0.820 0.130
O -0.750 -0.087 -1.444 -0.675
C 1.027 0.315 -0.549 0.784
N 1.806 0.414 -1.480 -0.668
N 0.648 0.353 0.660 -0.667
C 1.411 -0.162 1.717 0.552
O 0.951 -0.376 2.805 -0.521
H -1.597 -0.022 0.677 -0.047
H -2.376 -1.069 -0.683 0.158
H -2.492 0.781 -0.800 0.154
H 1.503 0.117 -2.400 0.419
H -0.760 0.173 0.859 0.257
H 2.472 -0.324 1.458 0.124
```

Values from the calculation:
- Highest occupied orbital energy: -10.229 eV
- Kohn-Sham gap: 10.85 eV
- Charge: 0



Model 2:
Below is an isolated molecule of C3H6N2O2, with properties calculated with ωB97M-V/def2-TZVPD.

Geometry as XYZ:
```
13
Properties=species:S:1:pos:R:3:nbo_charge:R:1
N 1.193 -0.902 -1.180 -0.821
C 0.330 -1.341 -0.217 0.646
O -0.346 -2.347 -0.310 -0.590
C 0.320 -0.497 1.064 -0.176
O -0.930 0.172 1.238 -0.472
C -1.153 1.219 0.440 0.425
N -0.334 1.623 -0.440 -0.763
H 1.103 -1.370 -2.072 0.395
H 1.330 0.101 -1.219 0.414
H 1.137 0.231 1.087 0.198
H 0.394 -1.178 1.912 0.222
H -2.130 1.652 0.673 0.162
H -0.712 2.434 -0.922 0.361
```

Values from the calculation:
- Highest occupied orbital energy: -9.776 eV
- Kohn-Sham gap: 10.67 eV
- Charge: 0



Model 3:
Below is a cluster of 2 separate species, C3H6N2O2 in total, with properties calculated with ωB97M-V/def2-TZVPD.

Geometry as XYZ:
```
13
Properties=species:S:1:pos:R:3:nbo_charge:R:1
C 0.971 0.128 -0.536 -0.087
C 0.217 1.262 -0.731 -0.325
N -1.529 -0.233 0.452 -0.382
C -0.875 -1.021 -0.285 0.780
N 1.771 -0.129 0.584 -0.806
O -2.582 -0.869 1.123 -0.556
O -0.824 -2.081 -0.826 -0.499
H -2.844 -0.200 1.774 0.474
H 1.297 -0.414 -1.421 0.223
H 2.658 -0.552 0.325 0.379
H 1.966 0.691 1.150 0.373
H -0.298 1.430 -1.670 0.219
H 0.073 1.986 0.061 0.206
```

Values from the calculation:
- Highest occupied orbital energy: -8.830 eV
- Kohn-Sham gap: 8.71 eV
- Charge: 0



Model 4:
Below is an isolated molecule of C3H6N2O2, with properties calculated with ωB97M-V/def2-TZVPD.

Geometry as XYZ:
```
13
Properties=species:S:1:pos:R:3:nbo_charge:R:1
C -0.157 -1.122 0.216 -0.329
C -1.399 -0.640 0.182 -0.029
C 0.790 0.053 0.004 0.570
N -1.440 0.774 0.069 -0.447
N -0.042 1.222 -0.123 -0.502
O 1.578 -0.025 -1.161 -0.708
O 1.641 0.138 1.068 -0.705
H 0.274 -2.156 0.240 0.234
H -2.360 -1.169 0.251 0.217
H -1.856 1.036 -0.725 0.352
H 0.092 2.011 0.629 0.395
H 0.985 0.051 -1.826 0.467
H 2.364 -0.503 0.916 0.484
```

Values from the calculation:
- Highest occupied orbital energy: -8.744 eV
- Kohn-Sham gap: 9.63 eV
- Charge: 0



Which is most stable, and by how much? model 2, by 208.5 kJ/mol.



Model 1:
Below is a cluster of 2 separate species, C4H15N2O in total, with properties calculated with ωB97M-V/def2-TZVPD.

Geometry as XYZ:
```
22
Properties=species:S:1:pos:R:3:nbo_charge:R:1
N 0.211 1.232 1.471 -0.711
C -0.218 0.709 0.106 -0.043
C -0.252 1.950 -0.813 -0.634
C 0.664 -0.396 -0.524 -0.227
N 0.247 -0.878 -1.802 -0.612
C -1.158 -1.311 -1.886 -0.429
H 0.173 0.431 2.139 0.476
H -0.303 2.076 1.715 0.438
H 1.192 1.461 1.695 0.432
H -1.239 0.429 0.379 0.213
H 0.746 2.399 -0.862 0.227
H -0.861 1.826 -1.700 0.260
H -0.891 2.635 -0.219 0.203
H 0.838 -1.227 0.157 0.206
H 1.588 0.190 -0.636 0.202
H 0.431 -0.302 -2.609 0.378
H -1.506 -1.398 -2.915 0.226
H -1.841 -0.638 -1.359 0.160
H -1.227 -2.333 -1.508 0.206
H 0.089 -1.404 3.490 0.496
H 1.030 -2.099 2.568 0.511
O 0.533 -1.274 2.649 -0.978
```

Values from the calculation:
- Highest occupied orbital energy: -12.437 eV
- Kohn-Sham gap: 9.18 eV
- Charge: +1



Model 2:
Below is a cluster of 2 separate species, C4H15N2O in total, with properties calculated with ωB97M-V/def2-TZVPD.

Geometry as XYZ:
```
22
Properties=species:S:1:pos:R:3:nbo_charge:R:1
C -0.656 1.086 -0.703 -0.244
N -0.295 1.325 0.671 -0.668
C 0.424 2.583 0.907 -0.415
C -0.226 -0.334 -1.195 -0.232
N 0.680 -0.955 -0.202 -0.507
C 1.642 -1.906 -0.834 -0.421
H -1.720 1.205 -0.905 0.212
H -0.214 1.854 -1.329 0.214
H -1.071 1.243 1.311 0.383
H -0.242 3.447 0.775 0.189
H 0.695 2.638 1.947 0.217
H 1.297 2.664 0.265 0.198
H -1.062 -1.010 -1.331 0.229
H 0.333 -0.162 -2.090 0.221
H 0.114 -1.503 0.449 0.460
H 1.150 -0.235 0.349 0.456
H 1.133 -2.842 -1.020 0.231
H 2.036 -1.474 -1.757 0.229
H 2.493 -2.071 -0.175 0.237
H -2.021 -2.632 1.712 0.493
H -2.668 -1.223 1.551 0.493
O -1.821 -1.696 1.603 -0.977
```

Values from the calculation:
- Highest occupied orbital energy: -12.994 eV
- Kohn-Sham gap: 10.08 eV
- Charge: +1



Which is most stable, and by how much? model 2, by 44.8 kJ/mol.



Model 1:
Below is a cluster of 2 separate species, C4H15N2O in total, with properties calculated with ωB97M-V/def2-TZVPD.

Geometry as XYZ:
```
22
Properties=species:S:1:pos:R:3:nbo_charge:R:1
C -1.676 0.239 1.313 -0.248
N -1.401 1.586 0.810 -0.876
C -0.398 -0.574 1.365 -0.216
N 0.295 -0.484 0.001 -0.521
C 0.357 -1.729 -0.784 -0.226
C 0.826 -1.451 -2.242 -0.626
H -2.206 0.175 2.269 0.222
H -2.327 -0.171 0.532 0.204
H -1.023 2.225 1.504 0.382
H -2.203 1.964 0.341 0.391
H 0.338 -0.230 2.087 0.226
H -0.589 -1.631 1.492 0.228
H -0.239 0.248 -0.476 0.449
H 1.224 -0.081 0.088 0.462
H -0.616 -2.223 -0.769 0.217
H 1.026 -2.423 -0.292 0.224
H 1.885 -1.628 -2.295 0.232
H 0.345 -2.174 -2.882 0.244
H 0.583 -0.444 -2.561 0.222
H 2.453 2.423 -0.014 0.494
H 1.001 2.585 -0.328 0.489
O 1.702 1.907 -0.341 -0.973
```

Values from the calculation:
- Highest occupied orbital energy: -14.020 eV
- Kohn-Sham gap: 11.31 eV
- Charge: +1



Model 2:
Below is a cluster of 2 separate species, C4H15N2O in total, with properties calculated with ωB97M-V/def2-TZVPD.

Geometry as XYZ:
```
22
Properties=species:S:1:pos:R:3:nbo_charge:R:1
C -1.205 0.762 0.609 -0.248
N -2.350 0.131 1.231 -0.856
C -0.483 -0.251 -0.262 -0.032
N -0.040 -1.357 0.675 -0.711
C 0.211 1.234 -2.143 -0.611
C 0.707 0.254 -1.042 -0.435
H -0.484 1.117 1.341 0.202
H -1.403 1.641 -0.004 0.211
H -2.677 0.680 2.013 0.386
H -3.138 0.096 0.571 0.379
H -1.131 -0.761 -0.970 0.211
H 0.995 -1.359 0.794 0.470
H -0.570 -1.387 1.548 0.453
H -0.184 -2.263 0.222 0.429
H -0.849 1.077 -2.364 0.208
H 0.740 1.109 -3.087 0.237
H 0.358 2.261 -1.813 0.224
H 1.240 -0.555 -1.539 0.223
H 1.353 0.842 -0.391 0.220
H 3.406 -1.015 0.862 0.505
H 2.851 -0.995 2.328 0.505
O 2.657 -1.261 1.419 -0.971
```

Values from the calculation:
- Highest occupied orbital energy: -13.864 eV
- Kohn-Sham gap: 10.98 eV
- Charge: +1



Which is most stable, and by how much? model 2, by 19.7 kJ/mol.



Model 1:
Below is a cluster of 2 separate species, C4H15N2O in total, with properties calculated with ωB97M-V/def2-TZVPD.

Geometry as XYZ:
```
22
Properties=species:S:1:pos:R:3:nbo_charge:R:1
N -0.315 1.905 -0.887 -0.705
C -0.413 1.188 0.450 -0.242
C 0.861 0.486 0.704 -0.272
N 0.554 -0.923 0.339 -0.468
C 0.397 -1.694 1.642 -0.443
C 1.578 -1.500 -0.527 -0.452
H -0.756 1.236 -1.652 0.496
H 0.550 2.132 -1.229 0.420
H -0.648 2.886 -0.808 0.452
H -1.351 0.610 0.503 0.272
H -0.536 2.009 1.355 0.228
H 1.555 0.696 1.715 0.235
H 1.566 0.982 -0.016 0.189
H 1.370 -2.078 2.099 0.202
H -0.271 -2.653 1.546 0.223
H -0.145 -1.122 2.389 0.206
H 0.797 -1.966 -1.240 0.244
H 2.490 -1.875 0.026 0.220
H 1.914 -0.706 -1.215 0.183
H -2.904 -0.513 -2.146 0.493
H -3.583 0.591 -1.304 0.500
O -2.709 0.309 -1.743 -0.981
```

Values from the calculation:
- Highest occupied orbital energy: -12.527 eV
- Kohn-Sham gap: 9.18 eV
- Charge: +1



Model 2:
Below is a cluster of 2 separate species, C4H15N2O in total, with properties calculated with ωB97M-V/def2-TZVPD.

Geometry as XYZ:
```
22
Properties=species:S:1:pos:R:3:nbo_charge:R:1
N -1.232 0.645 0.434 -0.865
C -0.742 1.108 -0.882 -0.261
C 0.752 0.813 -1.150 -0.231
N 1.130 -0.303 -0.195 -0.410
C 1.540 -1.585 -0.799 -0.427
C 2.079 0.172 0.835 -0.432
H -1.385 1.454 1.032 0.384
H -2.196 0.327 0.334 0.421
H 0.234 -0.404 0.377 0.487
H -1.305 0.534 -1.616 0.213
H -1.003 2.159 -1.058 0.226
H 0.899 0.633 -2.238 0.244
H 1.448 1.621 -0.954 0.222
H 1.005 -1.780 -1.729 0.236
H 2.566 -1.677 -1.150 0.240
H 1.373 -2.381 -0.067 0.236
H 3.117 0.045 0.563 0.240
H 1.992 1.273 1.054 0.236
H 1.782 -0.229 1.796 0.236
H -4.703 -0.577 1.793 0.478
H -3.491 -1.011 2.254 0.467
O -3.860 -0.837 1.368 -0.941
```

Values from the calculation:
- Highest occupied orbital energy: -14.533 eV
- Kohn-Sham gap: 11.94 eV
- Charge: +1



Which is most stable, and by how much? model 2, by 240.8 kJ/mol.



Model 1:
Below is a cluster of 2 separate species, C4H15N2O in total, with properties calculated with ωB97M-V/def2-TZVPD.

Geometry as XYZ:
```
22
Properties=species:S:1:pos:R:3:nbo_charge:R:1
C 1.615 0.334 0.347 -0.252
N 1.608 -0.087 -1.061 -0.647
C 1.198 0.997 -1.987 -0.448
C 0.199 0.225 0.979 -0.252
N -0.662 -0.676 0.162 -0.502
C -0.322 -2.186 0.220 -0.401
H 2.259 -0.370 0.897 0.212
H 2.018 1.296 0.577 0.209
H 2.629 -0.157 -1.288 0.386
H 1.674 1.977 -1.882 0.205
H 1.319 0.524 -2.967 0.227
H 0.086 1.224 -2.025 0.179
H 0.310 -0.264 1.961 0.227
H -0.337 1.123 1.326 0.258
H -0.698 -0.504 -0.842 0.441
H -1.630 -0.576 0.419 0.447
H 0.736 -2.158 -0.005 0.244
H -0.551 -2.557 1.227 0.227
H -0.930 -2.679 -0.523 0.232
H -2.990 2.096 1.191 0.501
H -3.592 0.700 1.577 0.493
O -2.854 1.143 1.149 -0.987
```

Values from the calculation:
- Highest occupied orbital energy: -13.697 eV
- Kohn-Sham gap: 10.84 eV
- Charge: +1



Model 2:
Below is a cluster of 2 separate species, C4H15N2O in total, with properties calculated with ωB97M-V/def2-TZVPD.

Geometry as XYZ:
```
22
Properties=species:S:1:pos:R:3:nbo_charge:R:1
C -0.001 -0.286 -0.165 -0.264
N -0.701 -0.397 -1.462 -0.901
C -0.734 0.675 0.697 -0.066
N -1.022 1.887 -0.244 -0.712
C 0.502 -0.270 2.717 -0.617
C 0.220 1.020 1.893 -0.437
H 1.148 0.029 -0.289 0.210
H 0.054 -1.299 0.410 0.239
H 0.052 -0.135 -2.131 0.383
H -0.963 -1.229 -1.931 0.409
H -1.674 0.211 1.064 0.245
H 0.016 2.258 -0.501 0.450
H -1.572 1.744 -1.097 0.474
H -1.455 2.698 0.247 0.439
H 1.178 -1.062 2.140 0.218
H -0.490 -0.773 2.846 0.213
H 1.045 0.011 3.662 0.251
H -0.276 1.762 2.564 0.232
H 1.393 1.356 1.587 0.230
H 1.404 -3.018 -2.161 0.483
H 1.858 -2.389 -3.507 0.488
O 1.302 -2.179 -2.727 -0.969
```

Values from the calculation:
- Highest occupied orbital energy: -13.633 eV
- Kohn-Sham gap: 10.38 eV
- Charge: +1



Which is most stable, and by how much? model 1, by 85.4 kJ/mol.